{"formula": "C23H62BO20", "method": "ωB97M-V with the def2-TZVPD basis set", "symbols": ["O", "C", "O", "B", "O", "C", "O", "O", "C", "O", "C", "O", "O", "C", "O", "H", "H", "H", "H", "C", "C", "O", "H", "H", "H", "H", "H", "H", "C", "C", "O", "H", "H", "H", "H", "H", "H", "C", "C", "O", "H", "H", "H", "H", "H", "H", "C", "C", "O", "H", "H", "H", "H", "H", "H", "C", "C", "O", "H", "H", "H", "H", "H", "H", "C", "C", "O", "H", "H", "H", "H", "H", "H", "C", "C", "O", "H", "H", "H", "H", "H", "H", "C", "C", "O", "H", "H", "H", "H", "H", "H", "C", "C", "O", "H", "H", "H", "H", "H", "H", "O", "H", "H", "O", "H", "H"], "xyz": [[-3.116, -6.642, -19.402], [-2.888, -7.301, -18.426], [-1.893, -7.151, -17.579], [-1.971, -8.141, -16.519], [-3.194, -8.946, -16.832], [-3.683, -8.540, -17.968], [-4.563, -9.045, -18.611], [-2.082, -7.542, -15.179], [-0.918, -7.714, -14.552], [-0.595, -7.154, -13.558], [-0.089, -8.726, -15.378], [-0.771, -8.998, -16.450], [0.984, -9.148, -15.071], [-5.172, -10.192, -14.624], [-5.431, -11.310, -13.777], [-5.369, -10.420, -15.673], [-5.823, -9.370, -14.302], [-4.147, -9.854, -14.497], [-6.321, -11.624, -13.945], [-0.815, -5.528, -21.544], [-0.986, -6.995, -21.776], [-0.171, -7.396, -22.885], [-1.213, -5.188, -20.589], [-1.270, -4.896, -22.313], [0.234, -5.220, -21.606], [-2.030, -7.228, -22.018], [-0.816, -7.575, -20.865], [-0.617, -8.137, -23.302], [-2.965, -4.584, -13.821], [-2.886, -3.613, -12.645], [-2.426, -2.325, -13.068], [-2.011, -4.692, -14.329], [-3.724, -4.261, -14.534], [-3.325, -5.533, -13.413], [-2.199, -3.978, -11.875], [-3.866, -3.590, -12.166], [-1.468, -2.386, -13.079], [0.513, -11.016, -20.137], [1.364, -10.064, -19.308], [2.657, -10.600, -19.155], [-0.419, -10.550, -20.481], [0.190, -11.852, -19.517], [0.965, -11.340, -21.076], [0.815, -9.995, -18.362], [1.399, -9.035, -19.680], [3.009, -10.269, -18.296], [-6.658, -6.066, -18.947], [-7.974, -5.573, -19.506], [-7.934, -4.232, -19.944], [-5.766, -5.754, -19.488], [-6.649, -7.156, -18.876], [-6.514, -5.780, -17.897], [-8.765, -5.703, -18.753], [-8.288, -6.224, -20.324], [-7.747, -3.642, -19.212], [-1.886, -12.465, -17.184], [-1.226, -12.018, -15.897], [-1.240, -13.080, -14.954], [-2.935, -12.710, -16.989], [-1.467, -13.405, -17.553], [-1.825, -11.727, -17.985], [-1.768, -11.129, -15.547], [-0.203, -11.651, -15.988], [-2.151, -13.300, -14.738], [-3.780, -11.791, -20.615], [-5.163, -12.407, -20.778], [-4.971, -13.779, -21.133], [-3.412, -12.138, -19.644], [-3.792, -10.702, -20.534], [-3.016, -12.045, -21.347], [-5.700, -11.878, -21.574], [-5.743, -12.296, -19.861], [-5.838, -14.197, -21.139], [-8.519, -10.403, -17.038], [-7.404, -10.663, -18.028], [-7.208, -9.618, -18.942], [-8.473, -11.104, -16.205], [-9.514, -10.485, -17.482], [-8.460, -9.365, -16.698], [-7.648, -11.580, -18.581], [-6.475, -10.857, -17.478], [-6.315, -9.238, -18.868], [1.831, -5.569, -15.979], [1.842, -4.058, -15.847], [2.710, -3.534, -16.868], [1.233, -5.825, -16.855], [1.294, -5.980, -15.118], [2.796, -6.066, -16.019], [2.178, -3.693, -14.871], [0.822, -3.677, -15.972], [2.774, -2.588, -16.696], [3.289, -10.383, -13.108], [2.781, -11.130, -11.896], [3.108, -12.531, -12.034], [2.870, -10.793, -14.026], [4.375, -10.424, -13.160], [2.883, -9.371, -13.046], [1.713, -10.976, -11.731], [3.290, -10.775, -10.991], [2.434, -13.001, -11.533], [0.733, -7.090, -10.960], [-0.020, -6.976, -10.372], [0.408, -6.807, -11.830], [3.303, -9.784, -16.594], [2.546, -9.673, -15.981], [4.015, -10.139, -16.053]], "forces_ev_per_a": [[0.05, -0.18, 0.44], [-0.19, 0.11, -0.78], [0.44, 0.38, 0.15], [-0.68, -0.47, 0.44], [0.50, -0.12, 0.36], [-0.05, 0.23, -0.62], [-0.16, -0.10, 0.24], [0.52, -0.04, -0.17], [-0.82, -0.07, -0.75], [0.44, 0.34, 0.94], [-0.22, 0.52, 0.38], [-0.19, -0.03, -0.82], [0.54, -0.27, 0.21], [-0.75, 0.25, 0.37], [0.48, -0.20, 0.01], [0.19, 0.04, 0.00], [0.09, 0.13, -0.29], [0.08, -0.30, 0.01], [-0.06, 0.06, -0.07], [0.43, 1.20, -0.15], [-0.86, -0.29, -0.35], [-0.02, -0.06, 0.28], [-0.03, -0.25, 0.06], [-0.31, -0.38, -0.10], [0.11, -0.39, 0.30], [-0.05, 0.23, 0.01], [0.61, -0.03, -0.03], [0.15, -0.06, -0.02], [-0.51, 0.10, 0.67], [0.53, -0.47, -0.49], [-0.49, -0.01, 0.35], [0.02, -0.21, 0.04], [0.11, 0.19, -0.07], [0.36, -0.21, -0.27], [-0.01, -0.21, -0.05], [-0.03, 0.70, -0.10], [0.02, 0.12, -0.10], [-0.55, 0.46, -0.51], [-0.68, -0.23, 0.13], [0.27, 0.20, 0.57], [0.01, 0.30, 0.28], [0.33, -0.27, -0.19], [0.41, -0.21, 0.28], [0.35, 0.08, 0.31], [0.01, -0.08, -0.44], [-0.22, -0.32, -0.56], [0.34, -0.47, 0.90], [-0.12, -0.51, 0.58], [-0.18, 0.23, -0.62], [-0.19, 0.05, -0.28], [-0.11, 0.03, -0.34], [-0.07, 0.41, -0.11], [0.11, 0.05, 0.03], [0.15, 0.44, -0.33], [0.07, -0.16, 0.18], [0.09, -0.40, -0.32], [-0.56, 0.36, -0.03], [0.32, 0.11, 0.31], [-0.08, 0.32, -0.01], [0.31, 0.13, 0.03], [-0.06, 0.08, 0.13], [-0.14, -0.25, 0.29], [0.14, -0.51, -0.24], [-0.06, 0.11, -0.07], [0.14, 0.11, 1.23], [0.67, 0.48, -0.95], [-0.34, -0.02, 0.19], [0.25, 0.00, -0.13], [-0.35, -0.01, -0.09], [-0.41, -0.32, -0.34], [-0.12, -0.12, -0.01], [0.07, -0.05, 0.10], [0.10, -0.05, -0.03], [-0.43, 0.61, -0.12], [0.38, -0.57, 0.06], [-0.37, 0.46, -0.32], [0.04, 0.08, 0.10], [0.12, -0.14, -0.16], [0.18, -0.17, 0.32], [0.13, 0.03, -0.02], [-0.02, -0.02, -0.07], [-0.21, -0.50, 0.11], [-0.90, 0.06, 0.44], [0.47, -0.07, -0.30], [-0.32, 0.24, 0.38], [0.24, -0.14, -0.14], [0.07, -0.02, 0.00], [0.19, 0.31, -0.09], [0.15, -0.31, 0.08], [-0.02, -0.04, -0.14], [0.10, -0.06, -0.24], [-0.70, 0.05, 0.10], [0.67, -0.44, 0.19], [-0.55, 0.33, 0.13], [0.00, -0.26, 0.09], [0.03, 0.22, 0.02], [0.49, 0.17, -0.04], [-0.05, -0.10, -0.27], [-0.06, 0.21, -0.07], [0.18, -0.20, -0.10], [-0.03, 0.23, -0.05], [0.03, -0.02, -0.06], [0.03, -0.32, 0.13], [-0.13, 0.11, 0.52], [0.21, 0.01, -0.38], [-0.05, 0.00, -0.09]], "mulliken_charge": [-0.60, 0.40, -0.89, 1.22, -0.17, 0.65, -0.86, -0.35, -0.05, -0.58, 0.47, 0.17, -0.80, 0.21, -0.56, -0.24, 0.34, -0.02, 0.30, -1.27, 0.47, -0.57, 0.32, 0.30, 0.37, 0.26, -0.16, 0.31, -0.41, -0.55, -0.53, 0.04, 0.29, 0.24, 0.27, 0.34, 0.30, -0.95, 0.48, -0.62, 0.11, 0.22, 0.41, -0.34, 0.27, 0.47, -0.26, -0.46, -0.56, 0.33, -0.17, 0.33, 0.27, 0.30, 0.31, -0.89, 0.64, -0.62, 0.40, 0.41, -0.05, -0.26, 0.02, 0.36, -0.61, 0.00, -0.55, -0.02, 0.17, 0.41, 0.29, 0.01, 0.30, -1.31, 0.35, -0.55, 0.31, 0.35, 0.32, 0.28, -0.16, 0.45, -0.45, -0.42, -0.53, 0.14, -0.01, 0.39, 0.34, 0.25, 0.28, -0.60, -0.39, -0.53, -0.02, 0.39, 0.27, 0.32, 0.26, 0.30, -0.64, 0.28, 0.41, -0.69, 0.49, 0.30], "relative_energy_kcal_mol": 1.1, "e_tot_ha": -2443.419590, "gap_ev": 9.443, "lumo_energy_ev": 2.12, "molar_mass_g_mol": 669.54, "total_charge": -1}


{"formula": "C23H62N5O13S8", "method": "ωB97M-V with the def2-TZVPD basis set", "symbols": ["C", "C", "O", "C", "C", "O", "C", "N", "C", "N", "C", "N", "O", "N", "O", "N", "O", "H", "H", "H", "H", "H", "H", "H", "H", "H", "H", "H", "H", "H", "H", "C", "S", "O", "C", "H", "H", "H", "H", "H", "H", "C", "S", "O", "C", "H", "H", "H", "H", "H", "H", "C", "S", "O", "C", "H", "H", "H", "H", "H", "H", "C", "S", "O", "C", "H", "H", "H", "H", "H", "H", "C", "S", "O", "C", "H", "H", "H", "H", "H", "H", "C", "S", "O", "C", "H", "H", "H", "H", "H", "H", "C", "S", "O", "C", "H", "H", "H", "H", "H", "H", "C", "S", "O", "C", "H", "H", "H", "H", "H", "H"], "xyz": [[7.099, 1.516, 4.048], [5.928, 2.427, 3.560], [6.036, 2.597, 2.154], [4.820, 3.123, 1.603], [4.797, 4.662, 1.902], [3.482, 5.240, 2.066], [2.790, 4.704, 3.167], [1.779, 3.775, 2.602], [0.798, 3.223, 3.292], [0.585, 3.486, 4.617], [-0.530, 2.728, 4.895], [-0.928, 2.071, 3.801], [-2.031, 1.279, 3.848], [-0.094, 2.338, 2.751], [-0.192, 1.836, 1.523], [-1.039, 2.681, 0.678], [-0.374, 3.154, -0.131], [6.939, 1.161, 5.089], [7.191, 0.684, 3.324], [8.016, 2.143, 4.038], [4.949, 2.010, 3.897], [6.047, 3.402, 4.104], [4.764, 2.951, 0.509], [3.994, 2.546, 2.078], [5.237, 5.164, 1.011], [5.417, 4.968, 2.767], [2.258, 5.504, 3.722], [3.500, 4.192, 3.854], [1.873, 3.517, 1.622], [-1.022, 2.691, 5.904], [-2.782, 1.901, 3.913], [-0.024, -2.470, -1.455], [0.453, -1.146, -0.335], [1.582, -1.645, 0.499], [-1.041, -1.228, 0.672], [0.788, -2.629, -2.164], [-0.199, -3.387, -0.892], [-0.927, -2.185, -1.995], [-1.148, -2.227, 1.093], [-1.909, -0.984, 0.056], [-0.953, -0.502, 1.477], [-2.440, -5.646, -1.541], [-3.599, -4.336, -1.957], [-3.086, -3.073, -1.339], [-4.941, -4.934, -0.918], [-1.501, -5.451, -2.059], [-2.266, -5.662, -0.466], [-2.841, -6.605, -1.869], [-4.608, -4.993, 0.119], [-5.260, -5.915, -1.267], [-5.772, -4.234, -0.994], [0.509, -7.416, 1.997], [-0.221, -7.967, 0.446], [-1.700, -7.834, 0.577], [0.183, -9.708, 0.656], [0.338, -6.345, 2.095], [0.041, -7.937, 2.832], [1.582, -7.611, 1.983], [-0.264, -10.083, 1.577], [1.267, -9.828, 0.687], [-0.218, -10.258, -0.194], [0.659, 3.412, -2.900], [0.016, 3.166, -4.563], [1.057, 2.451, -5.352], [0.076, 4.899, -5.051], [0.740, 2.438, -2.420], [1.644, 3.880, -2.940], [-0.033, 4.038, -2.339], [1.097, 5.272, -4.972], [-0.589, 5.480, -4.410], [-0.260, 4.975, -6.084], [-4.403, -0.538, -1.543], [-4.305, 1.195, -1.081], [-5.565, 1.543, -0.362], [-4.433, 1.844, -2.753], [-4.375, -1.138, -0.636], [-5.336, -0.729, -2.076], [-3.552, -0.795, -2.172], [-5.362, 1.510, -3.215], [-3.581, 1.500, -3.336], [-4.425, 2.933, -2.700], [3.266, -2.599, -4.196], [2.618, -2.827, -5.862], [3.660, -3.535, -6.651], [2.672, -1.088, -6.326], [3.352, -3.576, -3.722], [4.251, -2.131, -4.239], [2.579, -1.977, -3.620], [3.691, -0.709, -6.239], [2.003, -0.517, -5.680], [2.340, -0.998, -7.359], [-4.500, -0.750, -6.852], [-3.145, 0.378, -6.490], [-3.114, 0.591, -5.011], [-3.909, 1.832, -7.228], [-4.250, -1.727, -6.441], [-5.419, -0.385, -6.392], [-4.625, -0.832, -7.932], [-4.869, 2.031, -6.747], [-4.050, 1.666, -8.296], [-3.245, 2.682, -7.078], [1.055, 3.154, 8.554], [-0.049, 1.800, 8.992], [-1.153, 1.780, 7.976], [-0.698, 2.568, 10.484], [1.547, 2.905, 7.614], [0.482, 4.075, 8.432], [1.805, 3.277, 9.335], [-1.158, 3.526, 10.238], [0.112, 2.709, 11.200], [-1.448, 1.904, 10.912]], "forces_ev_per_a": [[-0.33, 0.77, -0.50], [0.93, -0.07, 1.41], [-0.89, -0.08, -0.20], [0.33, 0.26, 0.86], [0.18, 0.28, -0.87], [-0.11, -0.55, 0.47], [0.30, 0.46, -0.16], [0.00, -0.37, -0.47], [0.93, 0.86, 0.60], [-1.92, -1.81, -1.09], [1.82, 1.11, -0.59], [-1.55, -0.13, 3.26], [0.05, 0.01, -1.04], [-0.06, 0.85, 0.79], [1.82, -1.69, 1.44], [-0.89, 2.16, -1.52], [-0.68, -0.49, 0.41], [-0.01, 0.14, -0.76], [0.10, 0.29, 0.63], [-0.40, -0.65, -0.07], [0.38, 0.05, -0.63], [-0.25, -0.51, -0.50], [0.37, -0.02, 0.68], [0.17, 0.57, -0.29], [-0.42, -0.17, 0.69], [-0.29, -0.58, -0.35], [0.30, -0.45, -0.40], [-0.63, 0.06, -0.34], [0.20, 0.23, 0.32], [0.35, -0.37, -1.05], [0.05, -0.34, -0.28], [0.12, 0.01, -0.20], [-0.18, -0.19, -0.02], [-0.10, 0.11, 0.02], [-0.08, -0.01, 0.06], [0.07, 0.09, 0.09], [-0.02, 0.10, 0.08], [-0.02, -0.01, 0.11], [0.03, -0.01, -0.09], [0.04, -0.08, -0.04], [0.09, -0.04, -0.03], [0.08, 0.15, 0.02], [-0.04, -0.24, -0.09], [0.05, -0.27, 0.13], [-0.05, 0.07, 0.12], [-0.08, 0.05, -0.07], [-0.10, -0.04, -0.02], [-0.01, 0.02, 0.04], [0.08, 0.00, -0.05], [0.05, 0.02, -0.04], [0.07, 0.02, -0.07], [-0.01, 0.00, 0.12], [0.11, -0.06, 0.02], [0.09, -0.03, 0.10], [-0.02, -0.10, 0.04], [-0.02, -0.03, -0.09], [-0.05, -0.02, -0.07], [-0.02, 0.01, -0.06], [-0.03, 0.08, -0.01], [-0.01, 0.05, -0.03], [-0.01, 0.10, -0.01], [0.20, 0.08, 0.05], [-0.10, -0.10, -0.26], [-0.06, 0.12, 0.23], [0.09, 0.11, 0.06], [-0.03, -0.03, -0.12], [-0.01, -0.02, -0.09], [-0.03, 0.02, -0.12], [0.01, -0.07, -0.01], [-0.02, -0.04, -0.01], [0.00, -0.10, 0.03], [-0.04, 0.16, 0.06], [-0.26, -0.02, -0.33], [0.16, -0.01, 0.09], [0.11, 0.25, 0.24], [0.04, 0.06, -0.02], [-0.01, 0.12, 0.01], [-0.01, 0.02, 0.02], [0.01, -0.08, 0.10], [-0.10, 0.01, 0.07], [-0.04, -0.03, 0.13], [0.10, 0.05, 0.11], [-0.02, 0.01, -0.08], [-0.05, 0.11, 0.13], [0.02, 0.10, 0.06], [-0.03, -0.01, -0.10], [-0.02, -0.01, -0.08], [-0.01, 0.02, -0.05], [0.01, -0.09, 0.01], [-0.01, 0.00, -0.03], [-0.01, -0.10, 0.04], [-0.13, -0.02, 0.11], [0.17, -0.05, -0.15], [-0.06, -0.19, -0.44], [-0.10, 0.10, 0.07], [0.08, 0.06, 0.00], [0.05, 0.04, 0.02], [0.07, 0.02, 0.01], [0.02, -0.05, 0.03], [0.05, -0.04, 0.02], [0.05, -0.09, 0.02], [-0.02, 0.09, -0.10], [0.02, -0.03, 0.07], [0.21, 0.33, -0.13], [-0.16, 0.07, 0.00], [-0.03, -0.07, 0.04], [-0.05, -0.05, 0.03], [-0.02, -0.05, 0.00], [0.02, -0.03, -0.06], [0.03, -0.06, -0.05], [0.05, -0.04, -0.07]], "mulliken_charge": [-1.18, -0.07, -0.38, -0.20, -0.46, -0.48, -0.61, -0.04, 0.43, -0.55, -0.19, 0.12, -0.39, 0.14, 0.11, 0.31, -0.17, 0.35, 0.32, 0.28, 0.21, 0.19, 0.30, 0.26, 0.28, 0.35, 0.45, 0.31, 0.35, 0.50, 0.41, -0.67, 0.77, -0.76, -0.48, 0.18, 0.26, 0.18, 0.41, -0.05, 0.12, -1.04, 0.35, -0.43, -1.06, 0.39, 0.27, 0.47, 0.31, 0.42, 0.34, -0.94, 0.61, -0.62, -1.03, 0.29, 0.32, 0.37, 0.31, 0.37, 0.33, -0.91, 0.76, -0.67, -1.07, 0.16, 0.40, 0.33, 0.35, 0.36, 0.33, -1.08, 0.63, -0.74, -0.77, 0.29, 0.51, 0.33, 0.31, 0.18, 0.42, -0.76, 0.51, -0.63, -0.80, 0.31, 0.39, 0.12, 0.31, 0.23, 0.32, -0.99, 0.40, -0.53, -0.93, 0.31, 0.30, 0.41, 0.30, 0.41, 0.25, -0.89, 0.50, -0.63, -0.94, 0.24, 0.31, 0.41, 0.31, 0.38, 0.33], "e_tot_ha": -5350.165192, "gap_ev": 5.469, "lumo_energy_ev": -4.48, "molar_mass_g_mol": 873.31, "total_charge": 1}